Molecular formula: C45H54BF5N5O2P2STi
Method: DFT, ωB97M-V/def2-TZVPD

- Charge: -1
- E_LUMO: 1.952 eV
- Orbital gap: 6.3 eV

Element x y z (Å)
1 Ti -0.45042 -0.04250 0.87473
2 C 3.87805 4.48640 -0.52135
3 C 3.83059 3.11485 0.15470
4 C 3.40336 3.32582 1.60888
5 C 5.22568 2.48154 0.17540
6 P 2.62533 1.82508 -0.57031
7 C 1.17671 2.96808 -0.89325
8 N -0.05142 2.33062 -1.35221
9 B -0.79075 1.14493 -0.90411
10 N -1.85179 1.03352 -1.88220
11 C -2.94349 0.09003 -1.97778
12 P -2.61160 -1.47694 -1.02729
13 C -4.41995 -2.01308 -0.76043
14 C -5.36988 -1.85224 -1.95190
15 C -4.93963 -1.13790 0.38847
16 C -4.42494 -3.47077 -0.28188
17 C -1.89004 -2.55943 -2.41333
18 C -2.83964 -2.96401 -3.53786
19 C -1.31002 -3.82272 -1.76444
20 C -0.73099 -1.74791 -3.00887
21 C -1.78149 2.06766 -2.79154
22 C -2.58453 2.37073 -3.87928
23 C -2.28235 3.50000 -4.63406
24 C -1.20597 4.30858 -4.29711
25 C -0.39511 4.00777 -3.20613
26 C -0.68221 2.87741 -2.45472
27 C 3.25074 1.46988 -2.34379
28 C 4.27480 0.33479 -2.22462
29 C 3.87491 2.63185 -3.11401
30 C 2.07338 0.93534 -3.16912
31 H 4.50027 5.15498 0.08216
32 H 4.31037 4.44686 -1.51861
33 H 2.88544 4.93466 -0.58617
34 H 4.10674 4.00331 2.10313
35 H 2.41077 3.77165 1.68566
36 H 3.39943 2.38800 2.16028
37 H 5.90424 3.08720 0.78361
38 H 5.18164 1.47895 0.61016
39 H 5.65298 2.40297 -0.82514
40 H 1.00488 3.51277 0.03889
41 H 1.47914 3.69113 -1.65168
42 H -3.85488 0.53779 -1.57219
43 H -3.13005 -0.14434 -3.02959
44 H -5.26001 -0.88498 -2.44632
45 H -6.39701 -1.91474 -1.58051
46 H -5.24345 -2.63712 -2.69412
47 H -5.04166 -0.09030 0.09812
48 H -5.92671 -1.49298 0.69874
49 H -4.27744 -1.18357 1.24839
50 H -4.29373 -4.16509 -1.11463
51 H -3.62764 -3.64446 0.44349
52 H -5.38155 -3.70088 0.19633
53 H -3.54940 -3.71962 -3.20186
54 H -3.39070 -2.11504 -3.94789
55 H -2.25371 -3.40335 -4.35161
56 H -2.08198 -4.43064 -1.29483
57 H -0.81020 -4.43387 -2.52467
58 H -0.59190 -3.56779 -0.98669
59 H -1.08639 -0.90900 -3.61213
60 H -0.09692 -1.35812 -2.21273
61 H -0.12653 -2.39005 -3.65786
62 H -3.43355 1.75085 -4.13767
63 H -2.90094 3.74922 -5.48694
64 H -0.99215 5.19259 -4.88506
65 H 0.43713 4.65503 -2.95977
66 H 5.12498 0.60896 -1.59762
67 H 3.81339 -0.54951 -1.78842
68 H 4.65456 0.07212 -3.21750
69 H 4.82341 2.94966 -2.68101
70 H 4.07336 2.30306 -4.13947
71 H 3.20213 3.48983 -3.17235
72 H 1.49946 0.19237 -2.61290
73 H 1.40000 1.73175 -3.48214
74 H 2.46181 0.46070 -4.07592
75 O 0.60077 -1.26370 0.05457
76 C 1.52713 -2.13589 0.37623
77 C 2.02256 -3.02610 -0.58954
78 C 2.99919 -3.94778 -0.28395
79 C 3.51651 -4.03072 1.00855
80 C 3.04735 -3.16830 1.97325
81 C 2.07151 -2.20743 1.68380
82 C 1.68605 -1.27367 2.71088
83 N 0.90999 -0.28281 2.47306
84 N 0.70796 0.64715 3.46467
85 C 0.07682 1.66702 2.95543
86 O -0.26692 1.72180 1.70184
87 C -0.15937 2.84817 3.81048
88 C 0.23932 2.86634 5.14476
89 C 0.04837 4.00608 5.90668
90 C -0.53837 5.13339 5.34567
91 C -0.94339 5.11520 4.01866
92 C -0.75641 3.97586 3.25321
93 H 1.60932 -2.97247 -1.58916
94 H 3.36303 -4.61253 -1.05771
95 H 4.27742 -4.76193 1.24818
96 H 3.43803 -3.21370 2.98380
97 H 2.11037 -1.38008 3.70699
98 H 0.69334 1.97705 5.55988
99 H 0.35808 4.01677 6.94434
100 H -0.68469 6.02448 5.94373
101 H -1.40830 5.99015 3.58181
102 H -1.07229 3.93151 2.21895
103 N -3.02857 0.42228 2.68879
104 C -2.23388 0.13997 1.89588
105 F -0.86485 -6.60694 6.26252
106 C -0.96671 -5.75496 5.23022
107 C -1.44788 -6.18491 4.00706
108 F -1.81532 -7.46717 3.85894
109 C -1.54634 -5.30714 2.94840
110 F -2.01928 -5.78539 1.78857
111 C -1.17438 -3.95559 3.03604
112 S -1.30793 -2.89471 1.69851
113 C -0.69236 -3.56531 4.29787
114 F -0.30694 -2.29591 4.48040
115 C -0.58816 -4.43097 5.36619
116 F -0.11571 -4.00544 6.54802

---

Molecular formula: C45H54FeN3
Method: DFT, ωB97M-V/def2-TZVPD

- 2S+1: 5
- Charge: -1
- E_LUMO (alpha / beta): 2.296 / 2.287 eV
- ⟨S²⟩: 6.092
- Orbital gap (alpha / beta): 3.3 / 5.2 eV

Element x y z (Å)
1 C 2.59028 -3.61661 -1.11775
2 C 1.94927 -2.66892 -2.12166
3 C 1.85401 -3.32897 -3.50161
4 C 2.73356 -1.35860 -2.17480
5 C 3.96563 -1.37765 -2.83219
6 C 4.61291 -0.19600 -3.17583
7 C 4.00025 1.02207 -2.88807
8 C 2.77405 1.06743 -2.22679
9 C 2.00423 2.37929 -2.15712
10 C 2.33787 3.34317 -3.29920
11 C 2.18991 3.02264 -0.79427
12 C 2.22333 -0.12766 -1.70278
13 N 0.87574 -0.07013 -1.15048
14 N -0.05870 0.12065 -2.11467
15 N -1.22495 -0.15774 -1.52966
16 C -2.42628 -0.21706 -2.33638
17 C -2.99514 -1.45584 -2.69911
18 C -2.30763 -2.81178 -2.51014
19 C -2.21853 -3.60093 -3.82506
20 C -3.05369 -3.63195 -1.46538
21 C -4.25561 -1.45118 -3.29372
22 C -4.89489 -0.25264 -3.59931
23 C -4.23532 0.95561 -3.39120
24 C -2.96483 0.98256 -2.81774
25 C -2.24498 2.32259 -2.67856
26 C -2.87140 3.11414 -1.54131
27 C -2.24796 3.11696 -3.98814
28 C -1.07702 -0.33917 -0.16593
29 C -2.32590 -0.41673 0.58796
30 C 0.25547 -0.29285 0.09040
31 C 1.00097 -0.45001 1.38640
32 H 2.65268 -3.14535 -0.13071
33 H 2.00725 -4.53892 -1.03145
34 H 3.60676 -3.87275 -1.44326
35 H 0.92936 -2.42242 -1.80163
36 H 1.38617 -2.65911 -4.23328
37 H 2.84253 -3.61120 -3.88642
38 H 1.24626 -4.23789 -3.43718
39 H 4.36829 -2.33676 -3.16213
40 H 5.55713 -0.22091 -3.72353
41 H 4.43883 1.94898 -3.25811
42 H 0.95011 2.09886 -2.28596
43 H 2.24777 2.84871 -4.27329
44 H 1.63470 4.18212 -3.28396
45 H 3.35163 3.74896 -3.20056
46 H 1.88012 2.33203 -0.00179
47 H 3.25209 3.26281 -0.64161
48 H 1.59791 3.94098 -0.70062
49 H -1.28400 -2.62217 -2.16021
50 H -1.69923 -3.02791 -4.60222
51 H -1.66540 -4.53391 -3.66125
52 H -3.21731 -3.85873 -4.20249
53 H -3.13515 -3.08912 -0.51878
54 H -4.06959 -3.86383 -1.81012
55 H -2.52669 -4.57283 -1.27985
56 H -4.73163 -2.41127 -3.50328
57 H -5.89616 -0.25944 -4.03071
58 H -4.69685 1.90800 -3.65548
59 H -1.19962 2.09680 -2.43429
60 H -2.85304 2.53813 -0.60779
61 H -2.32697 4.04992 -1.37985
62 H -3.91962 3.34873 -1.77320
63 H -1.76849 2.54257 -4.78887
64 H -3.26811 3.36471 -4.30581
65 H -1.69117 4.05050 -3.85429
66 H -2.21413 -0.69120 1.63697
67 H -2.89301 0.52989 0.54552
68 H -2.97513 -1.17131 0.12940
69 H 0.97131 -1.54406 1.59735
70 H 2.05749 -0.18120 1.20687
71 C 0.37519 -1.92896 7.25032
72 C -0.14725 -0.57341 7.23740
73 C -0.98264 -0.42313 6.05817
74 C -0.97954 -1.68944 5.34212
75 C -0.13529 -2.61839 6.07767
76 Fe 0.84140 -0.99002 5.57749
77 C 2.75633 -1.41371 5.29579
78 C 2.57787 -0.08562 5.86670
79 C 1.71094 0.66133 4.98169
80 C 1.35126 -0.17607 3.84310
81 C 0.50415 0.20898 2.61314
82 C 0.26788 1.74206 2.57451
83 C -1.02168 2.25700 2.39750
84 C -1.26069 3.63977 2.38111
85 C -0.20875 4.51651 2.67863
86 C 1.07797 4.02484 2.92828
87 C 1.31821 2.64838 2.80649
88 C 2.02296 -1.46158 4.04548
89 H 0.97779 -2.37364 8.03837
90 H -0.00907 0.17432 8.01480
91 H -1.57290 0.45182 5.79645
92 H -1.57385 -1.92641 4.46466
93 H 0.02026 -3.66415 5.82942
94 H 3.39805 -2.20148 5.69583
95 H 3.05995 0.31079 6.76256
96 H 1.45121 1.70781 5.06784
97 H -0.49560 -0.23582 2.78564
98 H -1.86135 1.56743 2.27368
99 H -2.26402 4.00891 2.12495
100 H -0.39424 5.58906 2.71498
101 H 1.90388 4.70070 3.19516
102 H 2.34011 2.28482 2.93844
103 H 2.03973 -2.27783 3.32370

---

Molecular formula: C45H55BCl3N3O3
Method: DFT, ωB97M-V/def2-TZVPD

- E_LUMO: -1.103 eV
- Orbital gap: 7.1 eV

Element x y z (Å)
1 Cl -4.61639 1.51519 1.75412
2 B -4.08069 1.20445 -0.01014
3 Cl -4.69747 -0.55312 -0.49642
4 Cl -5.12807 2.35924 -1.04555
5 O -2.63701 1.27570 -0.15457
6 C -1.93752 0.69804 -1.23727
7 C -2.43882 1.50771 -2.45480
8 C -3.05403 0.79987 -3.49265
9 C -3.76708 1.45978 -4.50720
10 C -3.83045 2.85677 -4.53056
11 C -3.23629 3.58370 -3.50338
12 C -2.65467 2.91551 -2.41807
13 H -2.37385 -0.28893 -1.42825
14 H -3.00533 -0.28780 -3.47104
15 H -4.27003 0.86821 -5.27823
16 H -4.33805 3.38979 -5.33672
17 H -3.23722 4.68314 -3.49075
18 H -2.41160 3.50275 -1.51917
19 C 2.04181 -3.69812 -0.60675
20 C 1.37136 -3.35299 -1.92763
21 C 2.18139 -2.28861 -2.66214
22 C 1.40186 -4.63823 -2.76768
23 C -0.09359 -2.87777 -1.80623
24 C -0.84032 -2.78970 -2.98697
25 C -2.22724 -2.75228 -2.91154
26 C -2.87520 -2.92995 -1.69285
27 C -2.15175 -2.95878 -0.48407
28 C -2.79476 -3.50295 0.82475
29 C -2.91610 -2.43733 1.90832
30 C -2.00281 -4.69299 1.36897
31 C -4.21492 -4.01207 0.57168
32 C -0.80233 -2.55089 -0.60806
33 N -0.21742 -1.64588 0.34264
34 C -0.00482 -0.29885 0.21421
35 C -0.49839 0.48759 -1.04523
36 C 0.48812 1.63438 -1.34286
37 C 1.85652 1.31313 -1.19981
38 C 2.84503 2.28674 -1.27146
39 C 2.43690 3.63016 -1.42745
40 N 3.15564 4.68647 -0.75784
41 O 2.49657 5.73887 -0.56375
42 O 4.31716 4.52675 -0.32436
43 C 1.13060 3.94746 -1.80087
44 C 0.20244 2.92452 -1.84030
45 N 0.91690 0.03242 1.21062
46 C 1.54327 1.25647 1.66596
47 C 0.73717 2.39427 1.92604
48 C -0.72291 2.41753 2.45291
49 C -1.50005 3.43769 1.61892
50 C -0.72253 2.82467 3.93059
51 C -1.42350 1.07739 2.44029
52 C 1.35947 3.64777 1.83213
53 C 2.72697 3.74985 2.04736
54 C 3.44704 2.59086 2.30682
55 C 2.94679 1.31979 1.97238
56 C 4.08158 0.22587 2.05690
57 C 5.40909 0.80023 1.52322
58 C 3.87132 -1.07321 1.29951
59 C 4.35171 -0.10097 3.53180
60 C 0.97795 -1.04783 2.10276
61 C 0.31973 -2.06636 1.56724
62 H 1.46985 -4.44430 -0.04191
63 H 3.02736 -4.12921 -0.83335
64 H 2.21847 -2.82037 0.01709
65 H 1.81024 -2.14830 -3.68474
66 H 2.13199 -1.32179 -2.14667
67 H 3.23316 -2.59979 -2.71008
68 H 1.01317 -4.48134 -3.77893
69 H 2.43921 -4.98511 -2.84559
70 H 0.80939 -5.42374 -2.28308
71 H -0.33711 -2.81394 -3.96204
72 H -2.82428 -2.66782 -3.82856
73 H -3.96309 -3.04308 -1.68931
74 H -3.39971 -1.54186 1.49690
75 H -3.55812 -2.83183 2.71005
76 H -1.94669 -2.18372 2.34453
77 H -2.07339 -5.55120 0.69004
78 H -0.94352 -4.46955 1.50860
79 H -2.41850 -4.98375 2.34256
80 H -4.23149 -4.79742 -0.19098
81 H -4.60514 -4.44073 1.50254
82 H -4.86975 -3.18731 0.27965
83 H -0.25527 -0.36137 -1.72741
84 H 2.15101 0.27628 -0.99339
85 H 3.89569 2.07268 -1.05800
86 H 0.87720 4.99530 -1.95860
87 H -0.74168 3.22916 -2.27983
88 H -1.36995 3.18971 0.55652
89 H -2.56695 3.39685 1.85879
90 H -1.13318 4.45721 1.79470
91 H -0.18509 2.07760 4.53078
92 H -0.25086 3.80024 4.08751
93 H -1.75548 2.87333 4.29338
94 H -0.96404 0.32101 3.08738
95 H -2.47180 1.24423 2.71501
96 H -1.47919 0.68694 1.42499
97 H 0.77968 4.55656 1.68152
98 H 3.20016 4.72501 2.12870
99 H 4.45402 2.71476 2.70754
100 H 5.85691 1.52756 2.20790
101 H 6.13832 -0.01239 1.42397
102 H 5.28712 1.26358 0.53925
103 H 3.17699 -1.75389 1.80008
104 H 3.57970 -0.89814 0.25754
105 H 4.83823 -1.60100 1.27133
106 H 3.47287 -0.51591 4.03670
107 H 5.16145 -0.84050 3.59594
108 H 4.66997 0.79009 4.08432
109 H 1.53355 -1.00686 3.03052
110 H 0.22736 -3.06700 1.93859

---

Calculated energy relative to the best compared isomer or geometry (same formula, charge and spin) (kcal per mole), listed in the same order as above: 18.7 30.1 25.0